[1]
24
Properties=species:S:1:pos:R:3:forces:R:3 method="wB97M-V/def2-TZVPD" e_lumo_ev=0.561 de_lowest_ev=2.132 largest_force_ha_per_bohr=0.14571
H 1.6527 0.2525 -2.8942 -2.739 -2.002 -5.531
C -1.7387 -2.8524 0.8737 0.072 2.871 0.179
O -0.4390 0.0622 -1.6863 -0.386 -0.122 0.520
H -0.9721 -3.5362 0.5232 -0.330 -0.337 -0.048
C -0.8813 2.3491 -0.9135 0.778 1.811 -0.968
H -1.1306 2.9378 -1.9113 0.542 -1.200 1.954
H -0.8520 -0.8942 0.2049 -0.178 0.746 -2.096
O -0.0305 -2.1154 2.8854 -0.184 0.543 -0.856
H -0.1550 0.8016 1.5478 -1.897 2.909 -2.278
H -0.2051 3.0905 -0.2586 -2.037 -1.702 -1.126
C 2.1382 0.4843 -2.1023 4.668 3.358 4.803
N -1.0948 -1.4461 0.9660 -1.045 -3.571 1.972
H -1.8478 2.0045 -0.5198 0.497 0.449 0.348
C -0.2486 -1.2874 1.9991 -0.589 -0.031 0.869
H 3.1505 0.9590 -2.3071 -1.341 -0.378 -0.153
H 1.3248 -0.1100 1.7557 1.912 0.584 -0.546
H -2.6008 -2.6947 0.1898 0.621 -0.667 0.448
H 2.4097 -0.3580 -1.5060 -0.339 -0.757 0.542
N 1.3138 1.4632 -1.4010 -0.468 0.343 0.481
C 0.3405 0.0938 2.0347 0.979 -3.290 5.394
H 1.6442 2.4437 -1.2728 -0.586 -1.557 -0.144
C -0.0357 1.1468 -1.3153 1.443 1.804 -0.656
H 0.3145 0.2684 3.1811 0.346 0.276 -1.930
H -2.0569 -3.0629 1.9265 0.260 -0.079 -1.177

---

[2]
11
Properties=species:S:1:pos:R:3:forces:R:3 method="wB97M-V/def2-TZVPD" e_lumo_ev=-0.465 de_lowest_ev=7.707 largest_force_ha_per_bohr=0.03588
C 1.1044 0.2327 -1.1006 0.879 -1.310 -0.957
C -0.8266 -2.1562 0.5410 0.204 1.655 -0.007
C -0.1670 0.8438 0.9621 -0.483 -0.824 -0.394
H -0.0698 -2.0746 -0.2424 0.139 -0.033 -0.190
H 1.2005 2.0109 -0.0759 -0.049 0.129 -0.032
O -1.9922 -0.5413 2.2628 -0.151 0.745 0.138
C 0.6184 1.0894 -0.0900 -0.458 0.384 0.171
S -1.0890 -0.6930 1.1347 0.236 -1.525 0.130
H 1.0211 -0.4168 -2.8888 0.069 0.170 0.574
H -0.3535 1.5214 1.7748 0.035 0.072 0.154
O 0.5537 0.1837 -2.2776 -0.421 0.535 0.413

---

[3]
136
Properties=species:S:1:pos:R:3:forces:R:3 method="wB97M-V/def2-TZVPD" spin_multiplicity=2 s_squared=0.753 e_lumo_ev="-0.546 / -0.452" de_lowest_ev=0.000 largest_force_ha_per_bohr=0.01033
C 1.3756 0.6863 4.7876 0.044 -0.016 0.001
H 1.5384 -3.8982 -0.0362 0.001 -0.014 0.007
C -0.0508 -6.4538 2.2145 -0.033 0.020 -0.021
H 2.4673 4.2710 1.4177 -0.011 0.000 0.007
C 5.8144 0.5470 3.0803 0.034 0.028 0.023
H -0.0656 -3.6202 0.6201 0.032 0.040 0.003
C 2.2803 0.5064 3.7050 0.057 0.110 0.119
C -4.4218 -2.2593 3.0758 -0.034 0.032 -0.013
H -1.2469 2.5185 -4.8218 -0.008 0.010 -0.011
H -0.0172 0.9477 -3.3843 0.027 0.012 0.104
H 0.7841 -2.9863 -2.2245 0.022 0.020 -0.011
H 0.7095 -6.8568 4.1854 -0.011 0.005 -0.009
C -6.7636 -3.6730 2.7126 0.014 -0.005 -0.017
O -2.0562 2.8918 -2.2237 -0.050 0.138 -0.160
H -7.6818 -4.2283 2.5593 0.011 0.008 0.004
H -3.3821 -0.0630 0.0558 0.035 -0.014 0.029
H 1.2337 -0.3028 -5.1129 -0.025 -0.014 0.027
Ti 0.0002 -0.1628 -0.3873 -0.387 0.049 0.360
C 0.0598 -3.1072 -1.4198 -0.002 0.042 0.004
H -6.2931 -0.3289 -0.8059 0.020 -0.003 0.012
N 1.1042 -1.8999 0.5485 0.096 -0.062 -0.126
C 0.1067 2.8349 4.9233 0.019 0.049 -0.009
H -0.9880 0.7854 6.4344 -0.010 0.020 -0.019
C -4.4652 -3.2266 2.0683 0.000 0.031 0.006
H 2.3996 0.6782 -1.4528 -0.017 0.081 0.015
H 2.7825 -0.6930 0.8336 -0.071 -0.012 0.015
C -6.6945 -2.7126 3.7129 0.046 0.008 -0.002
H -1.0731 -2.1505 2.8525 0.004 -0.005 -0.002
C -4.0773 -0.8713 -4.2984 -0.028 0.025 -0.018
C -4.5208 1.6735 -0.4662 0.003 0.016 0.014
H -5.7399 -4.6795 1.1273 0.010 0.019 0.017
C -5.6604 -3.9267 1.9051 -0.031 -0.008 -0.008
H -4.2087 -4.5796 -3.8676 0.002 -0.007 0.026
H 6.5411 0.3654 2.2843 -0.006 -0.004 0.011
H -5.5045 -0.9649 -2.7154 0.016 -0.001 -0.011
C -0.3856 2.7971 -0.5785 0.127 0.091 0.028
H 3.3004 -0.4563 7.3416 -0.009 0.001 -0.009
C 0.0212 1.3466 4.5774 0.016 0.052 0.027
C -0.6963 1.6840 -5.2547 -0.008 0.021 0.016
C -4.0848 -5.0044 -2.8772 0.004 -0.022 0.000
H -4.4038 -7.9193 -1.1931 -0.001 0.014 -0.004
C -2.8061 -0.4787 -4.6707 0.013 -0.034 0.014
H -2.4846 -0.6136 -5.6973 -0.005 0.004 0.024
C -0.3986 -1.3674 2.5093 0.016 0.057 -0.108
C -4.3555 -6.3469 -2.6540 0.001 0.027 0.004
C 0.2270 -0.6201 -4.8227 0.045 -0.015 0.018
N 1.9137 -0.1969 -1.6340 0.026 -0.131 0.285
C -4.1941 -6.8720 -1.3776 0.017 0.012 0.023
H 4.1709 -0.0870 1.9351 0.057 -0.051 0.051
H -1.1820 -0.3931 5.1429 -0.006 0.034 0.040
H 1.0701 0.5088 6.8961 0.023 -0.023 -0.006
H 3.1735 -2.3942 0.6357 -0.021 -0.029 -0.054
C 5.0108 -1.8259 2.8788 0.027 0.036 0.025
C 1.6206 3.8959 0.8608 0.032 -0.033 0.016
C 2.4334 1.6906 1.6102 -0.064 -0.094 -0.101
H -5.2531 -1.7134 -0.4323 0.034 -0.048 -0.002
H 4.8557 -0.8198 5.4752 -0.022 0.008 0.007
H -0.1988 1.2849 3.5106 0.001 0.035 0.005
C -0.8228 -5.3476 4.1937 -0.012 0.003 -0.024
C -5.4050 -0.6486 -0.2543 -0.005 -0.032 -0.010
C -4.1873 0.1866 -0.6393 -0.022 0.011 -0.002
H -0.9809 -5.8678 0.3822 -0.005 0.004 0.019
H 0.9682 -3.0261 2.3343 0.062 -0.005 0.039
C 3.8773 -0.3958 5.2790 0.017 -0.034 0.000
C 0.9204 -1.9764 2.0340 0.038 -0.163 -0.170
C 0.0181 -6.2738 3.5895 -0.003 0.004 -0.003
H 0.5832 -7.1888 1.7310 -0.005 0.010 0.008
C 1.7573 0.3414 6.0752 -0.034 -0.055 -0.019
H -1.0283 4.7544 -1.0550 -0.002 -0.013 -0.003
H -1.8712 -1.2026 1.1287 -0.022 0.049 -0.021
H 1.7482 -1.4567 2.4979 0.043 0.029 0.046
C -1.7089 -4.6016 3.4253 0.014 -0.032 -0.002
H 4.1579 -2.4977 2.7691 -0.068 -0.013 0.007
H 0.2903 2.0369 -5.5641 -0.009 -0.005 0.011
H -3.6418 -6.4905 0.6528 -0.005 0.009 -0.009
C 2.7872 -1.3220 -1.1938 -0.053 0.059 -0.037
C -1.1141 0.6765 5.3554 0.018 0.024 0.038
H -0.8429 3.3382 4.7241 0.010 -0.005 0.000
H 2.5712 -2.1910 -1.8082 -0.014 -0.028 -0.031
H 1.7717 -0.2444 -2.6365 -0.086 0.041 -0.105
N -1.0896 -0.5881 1.4471 0.200 -0.122 -0.072
C 1.4536 2.5119 0.7886 0.086 0.001 -0.170
H -7.5542 -2.5153 4.3415 0.014 -0.001 -0.006
N -0.8499 -1.9531 -1.4176 0.140 0.169 0.112
C -5.5139 -2.0046 3.8968 -0.013 -0.019 -0.008
N 1.7719 0.9377 2.4597 -0.173 -0.080 -0.030
C 2.5279 -1.5890 0.2682 0.070 -0.148 0.075
H 0.3482 2.9731 5.9804 0.001 -0.015 -0.018
H 5.5251 -2.1099 3.7991 -0.003 0.007 -0.010
H -3.5165 -1.6715 3.2198 -0.013 -0.023 0.005
C -2.3678 0.2655 -2.4249 -0.108 0.079 -0.010
H -0.2541 -1.0148 -5.7192 0.003 0.019 0.010
C -1.4001 2.1773 -1.4889 0.044 -0.085 -0.098
H -0.4854 -4.0358 -1.6119 -0.011 -0.023 -0.022
H -5.3553 1.9433 -1.1187 0.021 -0.002 0.000
H -4.7434 -1.3215 -5.0237 0.008 -0.002 0.012
H -1.6547 -2.2045 -0.7994 0.037 0.013 -0.001
H -0.1802 -0.7045 3.3377 0.022 -0.081 -0.019
H 0.8869 3.3241 4.3359 -0.018 -0.020 0.002
H -2.0705 1.1372 5.0962 0.009 -0.002 -0.003
H 5.7037 -2.0088 2.0522 -0.027 0.005 0.011
H -3.6872 2.3246 -0.7210 -0.130 -0.035 0.047
H -1.4855 0.2515 1.8589 -0.034 0.060 -0.037
O 3.6413 1.9280 1.4318 -0.149 0.250 0.002
C -3.4869 -4.7032 -0.5319 -0.027 0.042 -0.031
Ge -2.8600 -3.4661 0.9126 -0.172 -0.192 0.007
H -5.6175 -0.5237 0.8081 0.002 -0.004 0.011
C -0.5699 0.5494 -4.2353 -0.018 -0.062 -0.084
C 0.6891 -3.2069 -0.0433 0.053 0.075 0.004
H -5.4462 -1.2502 4.6724 -0.006 -0.011 -0.010
H 3.8412 -1.0808 -1.3314 0.030 0.031 -0.009
H -1.2449 -1.8008 -2.3417 -0.027 0.036 -0.012
C 3.0085 -0.1965 6.3318 -0.015 0.014 -0.006
N -1.4635 0.8141 -1.4437 0.356 -0.118 -0.106
C -0.3080 4.1670 -0.5052 -0.018 0.023 0.001
H -4.8251 1.8717 0.5641 -0.001 -0.015 -0.002
C 3.5430 -0.0670 3.9647 -0.011 -0.017 -0.029
H 0.3074 -1.4552 -4.1184 0.035 0.031 0.009
C -1.9367 0.1008 -3.7505 -0.026 0.015 0.121
H -3.4528 -3.1529 -2.0258 -0.034 0.034 0.009
C 4.5903 -0.3520 2.9002 -0.016 -0.040 -0.032
H -4.6916 -6.9799 -3.4663 0.008 0.007 0.009
H -0.7927 -5.2093 5.2683 0.002 -0.002 -0.011
C -0.9395 -5.6989 1.4561 -0.023 -0.046 0.032
C 0.7207 4.7291 0.2399 -0.003 0.083 -0.030
H 5.5183 1.5941 3.0385 0.016 -0.046 0.001
H 6.3088 0.3545 4.0358 -0.011 -0.008 -0.001
H 0.8231 5.8046 0.3092 0.005 -0.013 0.015
C -3.7652 -6.0588 -0.3355 -0.013 -0.010 0.000
C -1.7847 -4.7466 2.0360 0.009 -0.014 0.042
H -1.2264 1.3482 -6.1486 0.002 -0.003 0.021
C -3.6543 -4.2020 -1.8257 0.007 -0.031 0.001
H -2.3658 -3.8959 3.9262 0.003 -0.008 -0.004
N 0.4593 1.9694 0.0707 -0.013 -0.058 -0.104
C -3.6710 -0.0923 -2.0413 0.016 0.024 -0.032
C -4.5038 -0.6664 -2.9967 -0.013 -0.035 0.052

---

[4]
9
Properties=species:S:1:pos:R:3:forces:R:3 method="wB97M-V/def2-TZVPD" e_lumo_ev=0.087 de_lowest_ev=5.180 largest_force_ha_per_bohr=0.03797
H -0.8533 -1.9897 -0.7889 -0.140 -0.093 -0.990
C -0.5343 0.6980 -0.0236 -1.452 -0.212 0.078
H -0.4732 -1.6413 0.8791 -0.613 -0.776 1.683
H 1.0364 1.7912 -0.8384 0.279 -0.539 -0.886
S 1.3918 -0.6285 -0.0007 -0.166 0.939 -0.255
C -1.5681 -0.0064 -0.0139 -0.243 -0.150 -0.040
H 1.0281 1.8692 0.8047 0.083 -0.985 0.810
C 0.7890 1.1614 0.0057 0.941 0.893 -0.336
C -0.8165 -1.2539 -0.0241 1.310 0.923 -0.064